1.
The following is a quantum chemistry calculation of a molecular structure, C26H35FMnN6SSi, from OMol25.

The calculation puts the HOMO energy (alpha / beta) at -6.55 / -6.74 eV. Its orbital gap (alpha / beta) is 6.078 / 6.197 eV. Its relative energy (zero: lowest compared OMol25 entry of this formula, charge and spin) is 0.0 kJ/mol. Its multiplicity is 6. The expectation value of S² is 8.760.

Geometry (Å):
Mn1 -0.7497 -0.0407 -0.4810
C1 -3.7836 0.9327 2.8535
C2 -2.9721 0.3088 1.7596
N1 -2.6935 0.8482 0.6635
N2 -3.1501 2.0958 0.4027
C3 -2.7966 2.7390 -0.7494
N3 -3.3078 3.9941 -0.8143
S1 -1.7973 2.1187 -1.9036
C4 -2.4099 -1.0659 1.9609
C5 -2.6301 -1.7723 3.1241
C6 -2.1585 -3.0753 3.2309
C7 -1.4874 -3.6285 2.1654
C8 -1.2665 -2.8272 1.0576
N4 -1.6912 -1.5696 0.9720
H1 -4.4434 1.7203 2.5028
H2 -3.1228 1.3506 3.6176
H3 -4.4243 0.1892 3.3234
H4 -3.6320 2.6121 1.1142
H5 -4.2063 4.1735 -0.3906
H6 -3.1690 4.4353 -1.7090
H7 -3.1581 -1.3147 3.9498
H8 -2.3243 -3.6462 4.1362
H9 -1.1220 -4.6460 2.1883
H10 -0.7126 -3.2015 0.2050
C9 1.3717 1.9274 -4.1452
Si1 1.8556 1.0351 -2.5691
C10 3.5416 0.2340 -2.8177
C11 2.0364 2.4141 -1.3306
N5 0.6374 -0.1092 -2.1194
C12 0.2088 -0.9721 -3.1147
C13 0.8879 -1.3184 -4.3141
C14 0.3507 -2.1811 -5.2611
C15 -0.8950 -2.7713 -5.0885
C16 -1.5996 -2.4814 -3.9253
C17 -1.0298 -1.6307 -3.0205
F1 -1.7668 -1.3648 -1.8582
H11 2.0458 2.7790 -4.3051
H12 0.3546 2.3241 -4.0338
H13 1.3912 1.3059 -5.0440
H14 4.2559 0.6024 -2.0711
H15 3.9491 0.4751 -3.8093
H16 3.4946 -0.8554 -2.7293
H17 2.9902 2.9269 -1.5182
H18 2.0170 2.0829 -0.2942
H19 1.2273 3.1459 -1.4630
H20 1.8710 -0.8966 -4.4944
H21 0.9227 -2.3974 -6.1564
H22 -1.3098 -3.4405 -5.8313
H23 -2.5765 -2.9052 -3.7222
C18 3.4404 -1.1391 3.1609
N6 2.7263 -1.5788 1.9806
C19 3.3078 -1.0377 0.7667
C20 1.2746 -1.4131 2.0404
C21 0.7384 -0.0094 2.2671
C22 0.7400 0.4744 3.5819
C23 0.3772 1.7822 3.8680
C24 0.0427 2.6251 2.8131
C25 -0.0094 2.1154 1.5176
C26 0.2744 0.7741 1.1793
H24 4.4814 -1.4639 3.0860
H25 3.0058 -1.6009 4.0539
H26 3.4329 -0.0471 3.3028
H27 4.3675 -1.3002 0.7284
H28 3.2235 0.0533 0.6974
H29 2.8129 -1.4668 -0.1067
H30 0.9101 -2.0878 2.8250
H31 0.9003 -1.7716 1.0827
H32 1.0204 -0.1911 4.3975
H33 0.3797 2.1443 4.8915
H34 -0.1841 3.6725 3.0013
H35 -0.2856 2.8065 0.7219


2.
The following is a quantum chemistry calculation of a molecular structure, C26H35FN5O3PtS3, from OMol25.

The calculation puts the HOMO energy at -10.44 eV. Its orbital gap is 8.093 eV. As for the charge: +1. Its relative energy (zero: lowest compared OMol25 entry of this formula, charge and spin) is 19.9 kJ/mol. Its multiplicity is 1.

Geometry (Å):
Pt1 0.0393 0.6164 -1.7555
C1 -3.1226 -4.0858 3.4346
C2 -2.8886 -2.7125 4.0396
C3 -2.3817 -2.8150 5.4691
C4 -2.2766 -1.4338 6.0892
C5 -1.4504 -0.5269 5.2188
C6 -0.8103 0.5678 5.7563
C7 -0.0239 1.3830 4.9512
F1 0.5846 2.4399 5.5157
C8 0.1573 1.1280 3.6226
C9 -0.4860 0.0245 3.0521
C10 -0.2552 -0.2444 1.6147
O1 0.4947 0.5091 0.9730
C11 -0.9524 -1.3866 1.0961
C12 -1.7368 -2.1257 1.9513
N1 -1.9270 -1.8940 3.2501
C13 -1.2951 -0.7956 3.8444
C14 -0.9304 -1.9273 -0.3137
O2 -1.4984 -2.9773 -0.5537
O3 -0.2650 -1.3017 -1.2457
H1 -3.7411 -4.6571 4.1257
H2 -2.1820 -4.6219 3.2978
H3 -3.6499 -4.0529 2.4831
H4 -3.8350 -2.1603 4.0504
H5 -1.4078 -3.3132 5.4682
H6 -3.0695 -3.4388 6.0394
H7 -1.8350 -1.4837 7.0846
H8 -3.2791 -1.0119 6.2105
H9 -0.9016 0.7951 6.8109
H10 0.7906 1.7496 3.0068
H11 -2.2428 -2.9757 1.5228
C15 -0.3115 2.7899 -4.3341
C16 -0.2270 1.5243 -5.1941
S1 -0.7597 -0.0832 -4.5745
C17 -2.5143 0.1017 -4.1821
C18 -2.9348 1.1616 -3.1684
S2 -2.1907 0.9562 -1.5167
C19 -2.1191 2.6700 -0.9422
C20 -1.1941 3.5836 -1.7491
S3 0.2055 2.7184 -2.5635
H12 -1.3179 3.1975 -4.3484
H13 0.3352 3.5454 -4.7813
H14 0.8101 1.3320 -5.4752
H15 -0.7555 1.7540 -6.1215
H16 -2.7854 -0.8931 -3.8211
H17 -3.0786 0.2758 -5.0993
H18 -4.0141 1.0952 -3.0238
H19 -2.7140 2.1638 -3.5231
H20 -1.7578 2.5626 0.0811
H21 -3.1319 3.0738 -0.9094
H22 -0.7392 4.3192 -1.0883
H23 -1.7212 4.1324 -2.5273
C21 2.8200 1.2752 -0.8456
N2 4.2449 1.0448 -0.8219
C22 4.5018 -0.3057 -0.3141
N3 3.8724 -1.3159 -1.1633
C23 2.4461 -1.0946 -1.1855
N4 2.1151 0.2779 -1.7334
C24 2.7222 0.3704 -3.1011
N5 4.1470 0.1455 -3.0725
C25 4.7671 1.1370 -2.1861
C26 4.4018 -1.1918 -2.5202
H24 2.6236 2.2721 -1.2379
H25 2.3856 1.1810 0.1502
H26 4.1046 -0.3882 0.6982
H27 5.5776 -0.4788 -0.2875
H28 2.0323 -1.1482 -0.1800
H29 1.9504 -1.8332 -1.8117
H30 2.5197 1.3717 -3.4911
H31 2.2321 -0.3732 -3.7320
H32 4.5754 2.1382 -2.5778
H33 5.8437 0.9694 -2.1691
H34 5.4773 -1.3666 -2.5042
H35 3.9330 -1.9398 -3.1612


3.
The following is a quantum chemistry calculation of a single C26H35N3O4S molecule, from OMol25.

The calculation puts the HOMO energy at -8.87 eV. Its orbital gap is 9.288 eV. Its relative energy (zero: lowest compared OMol25 entry of this formula, charge and spin) is 19.0 kJ/mol. Its multiplicity is 1. Its SMILES is CCC(C)(C)NC(=O)[C@@H](c1ccc(C)cc1)N(C[C@@H]1CCCO1)C(=O)CNC(=O)c1cccs1.

Geometry (Å):
C1 -3.4751 -2.0782 -0.7752
C2 -3.0103 -2.1391 0.6752
C3 -1.5751 -2.6627 0.8709
C4 -1.3371 -3.9752 0.1269
C5 -1.3183 -2.8671 2.3668
N1 -0.6134 -1.6907 0.3432
C6 -0.4468 -0.4303 0.7738
O1 -1.0885 0.1011 1.6574
C7 0.7136 0.3122 0.0698
C8 0.8629 -0.0021 -1.4012
C9 -0.2276 -0.1715 -2.2489
C10 -0.0427 -0.4369 -3.5916
C11 1.2346 -0.5392 -4.1317
C12 1.4170 -0.8165 -5.5919
C13 2.3219 -0.3751 -3.2847
C14 2.1396 -0.1132 -1.9386
N2 0.5914 1.7424 0.3065
C15 -0.4764 2.4422 -0.3866
C16 -0.0410 3.0929 -1.7152
C17 0.7857 4.3811 -1.5200
C18 0.0199 5.4335 -2.3262
C19 -1.3885 4.8438 -2.3449
O2 -1.1982 3.4488 -2.4604
C20 1.2272 2.4156 1.2879
O3 1.0156 3.5953 1.5099
C21 2.2617 1.6771 2.1436
N3 1.6557 0.7536 3.0705
C22 1.8861 -0.5758 3.0426
O4 2.5854 -1.1060 2.1890
C23 1.2715 -1.3509 4.1245
C24 1.5433 -2.6625 4.4098
C25 0.8093 -3.1507 5.5059
C26 -0.0147 -2.2085 6.0386
S1 0.0911 -0.7079 5.2183
H1 -4.4259 -1.5537 -0.8333
H2 -3.6146 -3.0742 -1.1883
H3 -2.7559 -1.5464 -1.3925
H4 -3.6883 -2.7803 1.2410
H5 -3.0546 -1.1414 1.1132
H6 -0.3526 -4.3689 0.3715
H7 -2.0830 -4.7089 0.4201
H8 -1.3953 -3.8305 -0.9490
H9 -0.2862 -3.1673 2.5310
H10 -1.5025 -1.9396 2.9011
H11 -1.9752 -3.6375 2.7614
H12 0.0281 -2.0309 -0.3562
H13 1.6201 -0.0515 0.5648
H14 -1.2309 -0.0839 -1.8614
H15 -0.9028 -0.5591 -4.2336
H16 0.9221 -1.7469 -5.8673
H17 0.9732 -0.0174 -6.1843
H18 2.4709 -0.8936 -5.8464
H19 3.3244 -0.4528 -3.6801
H20 3.0005 0.0068 -1.2971
H21 -1.2873 1.7428 -0.5921
H22 -0.8544 3.2185 0.2837
H23 0.5016 2.3563 -2.3179
H24 0.8158 4.6469 -0.4652
H25 1.8069 4.2555 -1.8742
H26 0.4068 5.4961 -3.3440
H27 0.0524 6.4204 -1.8716
H28 -1.9924 5.1639 -3.1949
H29 -1.9209 5.0834 -1.4133
H30 2.7934 2.4524 2.7070
H31 2.9835 1.1232 1.5387
H32 0.9839 1.1349 3.7185
H33 2.2556 -3.2359 3.8444
H34 0.8878 -4.1550 5.8812
H35 -0.6838 -2.3050 6.8706


4.
The following is a quantum chemistry calculation of a single C26H35N3O6S molecule, from OMol25.

The calculation puts the HOMO energy at -7.54 eV. Its orbital gap is 7.816 eV. Its relative energy (zero: lowest compared OMol25 entry of this formula, charge and spin) is 116.9 kJ/mol. Its multiplicity is 1. Its SMILES is CCOc1ccc(NC(=O)CN(C)C(=O)c2ccc(C)c(S(=O)(=O)N3CCCCC3)c2)cc1OCC.

Geometry (Å):
C1 -3.4461 -3.0562 0.7064
C2 -4.6886 -2.4835 0.0323
O1 -4.9672 -1.1537 0.4295
C3 -4.1205 -0.1193 0.1487
C4 -4.2952 0.9951 0.9627
C5 -3.5662 2.1566 0.8017
C6 -2.6136 2.2134 -0.2033
N1 -1.8054 3.3364 -0.4366
C7 -1.5570 4.3755 0.3895
O2 -2.1103 4.6105 1.4429
C8 -0.3706 5.2213 -0.1126
N2 0.8431 4.4357 0.0601
C9 1.3779 4.4229 1.4009
C10 1.1921 3.5877 -0.9281
O3 0.5830 3.5508 -1.9909
C11 2.2959 2.6172 -0.6664
C12 3.6108 2.9530 -0.3676
C13 4.5531 1.9580 -0.1696
C14 4.2188 0.6082 -0.2527
C15 5.2213 -0.4649 0.0020
C16 2.9038 0.2938 -0.5769
S1 2.3433 -1.4027 -0.7324
O4 0.9649 -1.3647 -1.1479
O5 3.2485 -2.1618 -1.5442
N3 2.5250 -1.9277 0.8522
C17 1.5639 -1.3503 1.7713
C18 0.2023 -2.0430 1.7169
C19 0.3743 -3.5446 1.9337
C20 1.3538 -4.0994 0.9011
C21 2.6873 -3.3615 1.0059
C22 1.9598 1.2742 -0.7919
C23 -2.4204 1.1099 -1.0316
C24 -3.1630 -0.0536 -0.8860
O6 -3.0199 -1.1338 -1.7057
C25 -1.9535 -1.1737 -2.6407
C26 -2.0064 -2.5316 -3.3238
H1 -3.5111 -2.9246 1.7845
H2 -2.5536 -2.5535 0.3449
H3 -3.3671 -4.1166 0.4816
H4 -5.5770 -3.0348 0.3561
H5 -4.5994 -2.5592 -1.0546
H6 -5.0408 0.9249 1.7386
H7 -3.7250 3.0007 1.4498
H8 -1.2342 3.2807 -1.2763
H9 -0.2954 6.1345 0.4786
H10 -0.4841 5.4636 -1.1708
H11 1.9332 5.3445 1.5941
H12 2.0384 3.5713 1.5443
H13 0.5552 4.3570 2.1156
H14 3.9007 3.9913 -0.3009
H15 5.5725 2.2328 0.0587
H16 4.9814 -0.9767 0.9332
H17 5.1759 -1.2069 -0.7916
H18 6.2252 -0.0537 0.0678
H19 1.4681 -0.2925 1.5155
H20 1.9881 -1.4276 2.7789
H21 -0.4559 -1.6137 2.4737
H22 -0.2338 -1.8648 0.7337
H23 -0.5906 -4.0461 1.8462
H24 0.7625 -3.7284 2.9394
H25 1.5128 -5.1678 1.0546
H26 0.9520 -3.9469 -0.1025
H27 3.3735 -3.6809 0.2210
H28 3.1489 -3.5403 1.9832
H29 0.9560 0.9786 -1.0541
H30 -1.6793 1.1768 -1.8133
H31 -2.0750 -0.3745 -3.3841
H32 -0.9907 -1.0525 -2.1299
H33 -1.8978 -3.3213 -2.5855
H34 -1.1961 -2.6073 -4.0424
H35 -2.9565 -2.6602 -3.8369


5.
The following is a quantum chemistry calculation of a molecular structure, C26H36AsFeN4O2S, from OMol25.

The calculation puts the HOMO energy (alpha / beta) at -12.87 / -12.72 eV. Its orbital gap (alpha / beta) is 5.447 / 4.780 eV. As for the charge: +2. Its multiplicity is 2. The expectation value of S² is 1.242.

Geometry (Å):
Fe1 0.6469 -0.5675 -0.9048
C1 3.2462 -0.9131 -2.8628
O1 2.4605 -0.0371 -2.0150
C2 2.8858 1.2423 -1.8511
C3 4.1637 1.6891 -2.1235
C4 4.4535 3.0300 -1.9114
C5 3.4814 3.9203 -1.4423
C6 2.2056 3.4718 -1.1940
C7 1.9018 2.1190 -1.3981
N1 0.6480 1.5400 -1.2268
N2 -0.2961 2.3940 -1.1121
C8 -1.5936 2.0182 -1.1126
C9 -2.0244 0.6364 -1.3481
O2 -1.1783 -0.2616 -1.5278
C10 -3.4253 0.3292 -1.3495
C11 -4.3227 1.3037 -1.1167
C12 -3.9362 2.6766 -0.8491
C13 -4.8980 3.6400 -0.5763
C14 -4.5246 4.9463 -0.2962
C15 -3.1765 5.3052 -0.2943
C16 -2.2066 4.3663 -0.5736
C17 -2.5697 3.0356 -0.8498
H1 3.5150 -0.3839 -3.7738
H2 2.6127 -1.7605 -3.0941
H3 4.1356 -1.2488 -2.3338
H4 4.9247 1.0196 -2.4968
H5 5.4548 3.3860 -2.1137
H6 3.7306 4.9599 -1.2840
H7 1.4326 4.1369 -0.8376
H8 -3.7180 -0.6924 -1.5483
H9 -5.3805 1.0652 -1.1167
H10 -5.9443 3.3588 -0.5821
H11 -5.2805 5.6903 -0.0820
H12 -2.8919 6.3249 -0.0723
H13 -1.1635 4.6456 -0.5901
C18 1.5295 -6.4940 0.4364
N3 1.5912 -5.0856 0.0626
C19 0.7875 -4.5041 -0.8227
S1 0.9836 -2.8321 -1.1476
N4 -0.1220 -5.2418 -1.4430
C20 -1.0930 -4.7900 -2.4400
H14 2.2433 -6.6669 1.2348
H15 1.7915 -7.1410 -0.4025
H16 0.5361 -6.7538 0.8056
H17 2.2986 -4.5011 0.4732
H18 -0.1245 -6.2303 -1.2406
H19 -1.0671 -3.7082 -2.5035
H20 -2.0887 -5.1122 -2.1433
H21 -0.8545 -5.2158 -3.4125
C21 0.8292 0.0049 4.4122
C22 1.5114 0.0210 3.0479
As1 0.2565 -0.0851 1.5705
C23 -1.0610 1.2683 2.0392
C24 -0.4861 2.6757 2.1741
C25 -0.7866 -1.6723 2.0438
C26 0.0674 -2.8776 2.4255
H22 1.5880 -0.0189 5.1948
H23 0.1907 -0.8674 4.5474
H24 0.2230 0.8956 4.5752
H25 2.2024 -0.8133 2.9318
H26 2.0922 0.9334 2.9108
H27 -1.5008 0.9340 2.9780
H28 -1.8555 1.2319 1.2930
H29 0.2502 2.7290 2.9770
H30 -1.2798 3.3867 2.4075
H31 0.0005 3.0120 1.2568
H32 -1.4137 -1.8947 1.1797
H33 -1.4514 -1.3992 2.8638
H34 0.8052 -3.1020 1.6554
H35 -0.5610 -3.7599 2.5572
H36 0.5991 -2.7115 3.3624


6.
The following is a quantum chemistry calculation of a molecular structure, C26H36AsIrN6PSe2Si2, from OMol25.

The calculation puts the HOMO energy (alpha / beta) at -13.47 / -13.65 eV. Its orbital gap (alpha / beta) is 6.969 / 6.732 eV. As for the charge: +2. Its relative energy (zero: lowest compared OMol25 entry of this formula, charge and spin) is 4.3 kJ/mol. Its multiplicity is 2. The expectation value of S² is 0.756.

Geometry (Å):
Ir1 -0.0312 -0.3885 0.1020
N1 2.5950 -0.2611 -1.9531
C1 2.9904 -0.1127 -0.6809
N2 4.2821 -0.0730 -0.4172
C2 4.6292 0.0603 0.8650
N3 5.9171 0.0900 1.1698
N4 3.7469 0.1715 1.8990
C3 2.5009 0.1225 1.5403
N5 2.0324 -0.0210 0.2839
C4 1.4275 0.1986 2.5446
C5 1.6300 0.5017 3.8747
C6 0.5357 0.5360 4.7229
C7 -0.7213 0.2606 4.2089
C8 -0.8607 -0.0449 2.8688
N6 0.2035 -0.0688 2.0507
H1 3.3133 -0.1932 -2.6575
H2 1.6574 0.0006 -2.2121
H3 6.6058 0.0207 0.4394
H4 6.2043 0.2035 2.1268
H5 2.6377 0.6968 4.2132
H6 0.6628 0.7696 5.7711
H7 -1.6035 0.2783 4.8332
H8 -1.8173 -0.2677 2.4214
Se1 -2.3682 -0.3599 -0.5158
P1 -2.1803 1.8327 -0.3169
Se2 -0.0233 2.0950 -0.3475
C9 -2.8536 2.2725 1.2998
C10 -4.1180 1.8056 1.6658
C11 -4.6588 2.1667 2.8877
C12 -3.9415 2.9887 3.7502
C13 -2.6825 3.4465 3.3922
C14 -2.1342 3.0903 2.1676
C15 -3.0759 2.6672 -1.6209
C16 -2.4381 3.6409 -2.3838
C17 -3.1349 4.2779 -3.3996
C18 -4.4554 3.9386 -3.6516
C19 -5.0912 2.9647 -2.8896
C20 -4.4044 2.3236 -1.8747
H9 -4.6791 1.1514 1.0100
H10 -5.6423 1.8127 3.1657
H11 -4.3710 3.2752 4.7010
H12 -2.1280 4.0918 4.0606
H13 -1.1552 3.4556 1.8858
H14 -1.4058 3.9049 -2.1889
H15 -2.6446 5.0364 -3.9942
H16 -4.9941 4.4307 -4.4502
H17 -6.1220 2.7058 -3.0887
H18 -4.9043 1.5556 -1.2967
C21 -0.8302 -2.7281 -3.2193
Si1 -0.3254 -4.0043 -1.9636
C22 1.1846 -4.9604 -2.4693
C23 -1.7467 -5.0614 -1.3968
As1 0.3810 -2.7614 -0.0199
Si2 0.2828 -4.0614 1.9846
C24 1.1077 -5.6837 1.6053
C25 1.2208 -3.0986 3.2824
C26 -1.5314 -4.1831 2.3899
H19 -1.1601 -3.2162 -4.1398
H20 0.0051 -2.0723 -3.4753
H21 -1.6520 -2.1091 -2.8598
H22 0.9511 -5.5736 -3.3437
H23 1.5304 -5.6288 -1.6792
H24 2.0048 -4.2926 -2.7365
H25 -2.0988 -5.6511 -2.2482
H26 -2.5837 -4.4582 -1.0413
H27 -1.4608 -5.7597 -0.6093
H28 2.1084 -5.5331 1.1971
H29 0.5351 -6.2867 0.8986
H30 1.2099 -6.2658 2.5248
H31 2.1552 -2.6896 2.8927
H32 1.4768 -3.7575 4.1157
H33 0.6180 -2.2819 3.6831
H34 -2.0846 -4.7605 1.6490
H35 -1.9868 -3.1926 2.4590
H36 -1.6533 -4.6772 3.3578


| no. | energy (eV) | F_max (eV/A) |
| --- | --- | --- |
| 1 | -89222.163 | 1.703 |
| 2 | -79589.515 | 0.232 |
| 3 | -51027.537 | 0.738 |
| 4 | -55121.094 | 1.146 |
| 5 | -143646.711 | 3.640 |
| 6 | -255894.366 | 1.433 |